11 unconnected molecules or ions with the total composition C31H90N6O13 in a non-equilibrium geometry. Source: OMol25; level of theory: the ωB97M-V functional and the def2-TZVPD basis.

Results
Spin multiplicity: 2
Frontier orbital gap (spin up / spin down) (Ha): 0.311 / 0.096
Net charge: +1

Last column: Löwdin charge in e.
Cartesian coordinates (Å):
C: 6.183 11.819 8.186  -0.149
O: 5.667 11.655 9.496  -0.124
H: 5.336 11.549 7.556  0.052
H: 6.585 12.767 7.828  0.080
H: 6.959 11.064 8.056  0.079
H: 4.768 11.986 9.558  0.015
C: 2.736 8.609 6.057  -0.134
O: 3.952 9.357 6.112  -0.119
H: 2.902 7.550 5.860  0.077
H: 2.126 8.603 6.960  0.054
H: 2.161 9.120 5.285  0.074
H: 4.401 9.132 6.930  0.077
C: 6.399 5.258 7.376  -0.255
O: 5.676 6.266 6.982  -0.095
H: 5.778 4.574 7.955  0.085
H: 6.798 4.723 6.514  0.079
H: 7.289 5.569 7.922  0.092
H: 5.431 6.598 7.849  0.054
C: 1.797 4.371 -0.455  -0.018
C: 1.335 3.834 0.875  -0.327
C: 2.268 4.120 2.025  -0.105
O: 1.613 3.931 3.338  -0.192
C: 2.421 4.395 4.386  -0.092
N: 0.084 4.494 1.245  0.380
H: 2.006 5.440 -0.440  0.087
H: 1.278 4.073 -1.366  0.107
H: 2.832 4.030 -0.429  0.099
H: 1.167 2.769 0.715  0.177
H: 2.542 5.174 2.080  0.126
H: 3.152 3.491 1.913  0.151
H: 3.420 4.758 4.144  0.077
H: 2.486 3.830 5.316  0.107
H: 1.982 5.275 4.855  0.075
H: 0.052 4.397 2.249  0.095
H: 0.191 5.479 1.046  0.117
C: 0.980 13.440 5.164  -0.046
C: -0.301 14.259 5.523  -0.420
C: -1.375 13.387 6.115  -0.156
O: -1.531 12.209 5.260  -0.202
C: -0.933 10.995 5.724  -0.124
N: 0.210 15.096 6.573  0.011
H: 1.447 12.913 5.996  0.058
H: 1.669 14.115 4.656  0.081
H: 0.716 12.787 4.332  0.069
H: -0.743 14.866 4.733  0.139
H: -2.362 13.849 6.145  0.127
H: -1.138 12.957 7.088  0.111
H: -1.150 10.958 6.792  0.076
H: 0.147 10.855 5.678  0.061
H: -1.388 10.070 5.371  0.074
H: -0.551 15.691 6.867  0.074
H: 0.993 15.692 6.346  0.079
C: 3.334 4.572 10.942  -0.042
C: 2.305 5.456 10.210  -0.419
C: 2.791 6.190 8.987  -0.251
O: 3.953 6.905 9.257  -0.228
C: 3.726 8.148 10.072  -0.001
N: 1.182 4.616 9.715  0.039
H: 4.191 5.090 11.374  0.075
H: 3.701 3.778 10.292  0.080
H: 2.819 4.136 11.798  0.075
H: 1.917 6.148 10.958  0.129
H: 2.030 6.849 8.570  0.088
H: 3.082 5.521 8.176  0.130
H: 2.696 8.472 9.922  0.085
H: 4.384 8.891 9.621  0.079
H: 3.932 7.956 11.125  0.093
H: 0.696 4.178 10.485  0.072
H: 0.573 5.173 9.133  0.052
C: -2.302 3.812 3.482  -0.046
C: -1.389 4.152 4.699  -0.446
C: -1.365 5.664 4.956  -0.121
O: -0.414 5.892 6.108  -0.223
C: -0.377 7.221 6.616  -0.106
N: -1.937 3.465 5.838  0.046
H: -3.289 4.179 3.762  0.086
H: -2.264 2.766 3.179  0.087
H: -2.055 4.377 2.583  0.045
H: -0.400 3.713 4.566  0.116
H: -2.362 5.979 5.263  0.125
H: -1.068 6.289 4.114  0.113
H: -0.037 7.867 5.807  0.067
H: 0.213 7.399 7.516  0.070
H: -1.409 7.546 6.747  0.088
H: -2.861 3.823 6.033  0.076
H: -1.473 3.914 6.615  0.065
C: 6.282 5.138 2.602  -0.074
C: 6.429 6.616 2.627  -0.419
C: 7.077 7.374 1.484  -0.162
O: 7.109 8.768 1.885  -0.226
C: 7.641 9.642 0.975  -0.125
N: 5.002 7.048 2.712  0.056
H: 7.221 4.776 2.183  0.080
H: 5.595 4.774 1.839  0.069
H: 6.141 4.676 3.580  0.079
H: 7.032 6.971 3.463  0.144
H: 6.446 7.298 0.598  0.126
H: 8.081 7.017 1.252  0.130
H: 8.639 9.352 0.648  0.101
H: 7.639 10.651 1.386  0.067
H: 6.802 9.723 0.284  0.099
H: 4.613 6.711 3.581  0.051
H: 4.981 8.058 2.686  0.051
C: 2.334 13.039 12.450  -0.059
C: 3.149 13.752 11.356  -0.450
C: 2.701 13.380 9.967  -0.224
O: 2.947 12.047 9.612  -0.211
C: 2.425 11.665 8.331  -0.060
N: 3.083 15.179 11.565  0.040
H: 1.283 13.310 12.346  0.081
H: 2.725 13.325 13.427  0.073
H: 2.564 11.974 12.436  0.072
H: 4.165 13.377 11.472  0.138
H: 3.209 14.075 9.298  0.134
H: 1.640 13.626 9.955  0.129
H: 2.765 10.647 8.138  0.065
H: 3.029 12.210 7.606  0.085
H: 1.358 11.851 8.217  0.090
H: 2.174 15.587 11.400  0.074
H: 3.336 15.472 12.498  0.076
C: 1.483 9.546 0.706  -0.218
C: 1.544 8.182 1.458  -0.204
O: 0.213 7.686 1.491  -0.098
O: 1.098 9.450 -0.655  -0.074
H: 2.465 10.019 0.683  0.119
H: 0.710 10.171 1.153  0.125
H: 1.804 8.214 2.516  0.116
H: 2.185 7.535 0.859  0.096
H: -0.235 8.223 0.832  0.078
H: 1.020 10.263 -1.160  0.098
C: 5.094 11.168 3.390  -0.207
C: 5.449 12.296 2.368  -0.179
O: 5.621 13.509 3.158  -0.071
O: 3.719 10.900 3.664  -0.089
H: 5.533 11.245 4.385  0.121
H: 5.552 10.232 3.069  0.082
H: 4.686 12.441 1.603  0.112
H: 6.306 12.009 1.760  0.080
H: 5.996 14.212 2.623  0.076
H: 3.708 10.424 4.498  0.017